No. 1
Here is a structure of composition C18H30AsIrN4O3S3Si2 from OMol25. Energies are from ωB97M-V/def2-TZVPD.

Structure (XYZ):
```
62
Properties=species:S:1:pos:R:3:forces:R:3:lowdin_charge:R:1
Ir 0.55815 0.22940 -0.46647 2.32 1.12 -1.17 0.80
N 2.65455 -4.51070 5.55483 0.08 -0.14 0.08 0.13
C 2.08885 -3.51510 4.83093 -0.01 0.10 -0.22 -0.31
C 0.69465 -3.33760 4.82333 -0.11 0.21 -0.05 -0.01
C 0.11945 -2.32860 4.08373 -0.07 -0.14 0.21 -0.06
C 0.92825 -1.49210 3.32973 -0.17 0.79 -0.66 -0.31
C 2.30105 -1.67050 3.29663 0.29 -0.07 -0.08 -0.06
C 2.88475 -2.67090 4.04073 -0.14 0.06 0.06 -0.01
S 0.24125 -0.18620 2.35963 -0.65 -0.28 1.67 0.63
O 1.34775 0.49500 1.66173 0.76 -0.17 -1.16 -0.42
O -0.61035 0.68550 3.10853 0.25 -0.40 0.09 -0.26
N -0.64825 -0.77780 1.13693 0.25 2.42 -0.87 -0.15
C -0.49155 -1.95160 0.53313 -0.29 -2.73 -0.92 -0.54
N -0.44065 -1.84510 -0.81937 0.28 0.72 0.90 -0.04
C -0.33815 -2.94750 -1.53517 -0.07 -0.60 -0.31 -0.15
C -0.35795 -4.19310 -0.93277 -0.03 0.24 0.04 -0.02
C -0.41685 -4.20650 0.45793 0.05 -0.28 -0.37 -0.08
N -0.45235 -3.11070 1.18733 -0.30 0.65 0.26 0.17
H 2.09975 -5.05630 6.18893 0.07 0.01 0.02 0.11
H 3.65425 -4.56750 5.63193 -0.07 -0.04 0.06 0.11
H 0.07575 -3.99530 5.41613 -0.08 -0.04 0.03 0.12
H -0.95035 -2.19640 4.07023 -0.14 -0.02 0.09 0.12
H 2.90375 -1.01970 2.68393 0.13 0.06 -0.03 0.11
H 3.95695 -2.80020 4.03053 0.08 -0.01 -0.02 0.12
H -0.25065 -2.82100 -2.60647 0.02 -0.03 -0.04 0.13
H -0.31265 -5.09430 -1.51677 -0.02 -0.15 -0.05 0.11
H -0.44195 -5.12980 1.02073 0.09 -0.17 -0.08 0.12
C 4.47855 -1.51920 -3.73017 0.32 -0.76 -0.13 -0.05
O 4.02625 -0.22450 -3.36697 -0.22 0.59 0.25 -0.16
C 3.16235 -0.05550 -2.40657 -0.32 -0.16 0.33 -1.27
S 2.69705 1.51570 -2.04727 -1.42 -0.05 0.80 0.67
S 2.45965 -1.29470 -1.48907 -0.26 -0.11 0.49 0.65
H 5.54145 -1.58140 -3.49327 -0.10 0.01 -0.05 0.11
H 4.32395 -1.62730 -4.80427 0.03 0.02 0.14 0.11
H 3.93375 -2.29070 -3.18327 0.07 0.05 -0.14 0.04
C -1.18035 4.72000 -0.18377 0.26 -0.59 -0.66 -0.20
Si -0.42255 4.10310 -1.83007 0.38 0.67 -0.39 0.39
C 1.40795 4.57540 -2.04957 -0.73 -0.41 0.17 -0.25
C -1.39285 4.66550 -3.38267 0.35 -0.57 0.70 -0.21
As -0.69405 1.64470 -1.85097 -1.01 -0.22 1.46 0.73
Si -2.95865 1.22970 -0.93217 -0.50 -0.15 -0.56 0.38
C -3.28355 -0.57530 -1.46157 0.21 0.62 0.30 -0.23
C -3.11365 1.54750 0.94183 0.36 -0.07 -0.75 -0.19
C -4.05495 2.39390 -1.99127 0.60 -0.47 0.50 -0.22
H -0.82975 5.72350 0.03393 0.17 0.23 -0.10 0.03
H -0.89425 4.08490 0.65073 0.06 -0.10 0.08 0.03
H -2.26445 4.75760 -0.22937 -0.18 -0.07 -0.06 0.02
H 1.51965 5.65440 -2.09277 -0.12 0.24 0.03 0.04
H 1.80605 4.16490 -2.97327 -0.03 -0.05 -0.14 0.01
H 2.02295 4.20970 -1.23407 0.09 -0.03 0.20 0.01
H -1.42525 5.74790 -3.44557 0.06 0.26 0.12 0.04
H -2.41425 4.29950 -3.39307 -0.16 -0.04 0.05 0.00
H -0.90205 4.29890 -4.28067 0.12 -0.07 -0.08 0.03
H -2.93045 -1.26230 -0.70057 0.00 -0.12 0.14 0.00
H -2.76145 -0.80860 -2.38687 0.05 0.04 -0.10 0.02
H -4.34055 -0.76370 -1.62327 -0.23 0.10 0.05 0.03
H -2.22395 1.24000 1.48903 -0.04 -0.01 -0.06 -0.02
H -3.94925 0.97810 1.34233 -0.18 -0.13 -0.08 0.04
H -3.29425 2.59600 1.16053 -0.03 0.18 -0.08 0.03
H -3.81635 2.28160 -3.04627 0.04 -0.05 -0.11 0.02
H -3.92715 3.43640 -1.71917 0.05 0.20 0.07 0.01
H -5.10305 2.14910 -1.86117 -0.25 -0.11 0.11 0.03
```
Positions in Å, forces in eV/Å.

Total charge: +1
Multiplicity: 2
HOMO (spin up / spin down) in Eh: -0.3900 / -0.3910
F_max in eV Å⁻¹: 2.9
Lowest unoccupied orbital energy (spin up / spin down) in eV: -5.321 / -5.198

---

No. 2
Here is a structure of composition C18H30Br6F9Fe2O6 from OMol25. Energies are from ωB97M-V/def2-TZVPD.

Structure (XYZ):
```
71
Properties=species:S:1:pos:R:3:forces:R:3:lowdin_charge:R:1
Fe -0.59589 -2.65722 -2.00941 0.43 1.61 2.99 1.22
Fe 1.10959 -1.61601 0.68308 -0.07 1.84 0.61 1.00
C -0.47988 -3.86850 1.31446 1.67 1.30 0.04 -0.24
O 0.87641 -3.39195 1.74128 -1.03 -1.32 -1.31 -0.22
O -0.64234 -3.05304 0.17333 0.12 -1.40 -0.54 -0.34
C -0.67770 -5.48882 1.22008 2.42 1.30 0.21 -0.56
F -0.01520 -6.27668 2.16096 -1.04 1.47 -1.13 0.11
F -1.93308 -5.73360 1.30001 -2.08 -0.32 0.51 0.22
F -0.26322 -5.87937 0.03112 0.64 -0.44 -0.92 0.16
C 1.52514 -4.07088 2.80615 1.55 0.20 0.39 -0.22
C 2.81859 -3.32994 2.99162 0.75 1.46 0.65 -0.05
H 3.31195 -3.43792 3.95756 -0.18 -0.67 0.04 0.10
H 3.57937 -3.46884 2.22350 -0.23 -0.47 -0.16 0.09
H 2.64389 -2.25404 2.99755 -0.31 0.23 -0.10 0.06
H 1.80960 -5.08230 2.51597 -0.68 -0.03 0.17 0.13
H 0.89125 -3.99819 3.68990 0.04 -0.37 0.06 0.14
H -1.04851 -3.51755 2.17561 -0.89 -0.17 -0.31 0.16
C 2.47159 0.56892 1.78551 -3.55 0.87 -2.58 -0.40
O 3.01659 -0.48524 1.02047 0.59 0.22 0.07 -0.17
O 1.16523 0.14459 1.85798 -0.82 -1.74 2.02 -0.23
C 3.28901 1.20419 2.95367 -1.12 -0.88 1.50 -0.52
F 3.60246 0.33876 3.94701 -1.09 -0.13 0.10 0.14
F 4.46148 1.60904 2.56678 1.18 1.06 -1.38 0.19
F 2.62336 2.28683 3.49678 0.50 -1.51 -0.80 0.12
C 4.07558 -0.14096 0.16416 2.22 -1.99 -0.43 -0.23
C 5.22288 -1.04895 0.63397 1.20 0.69 -1.07 -0.06
H 5.18519 -2.01913 0.13855 -0.20 -0.07 0.10 0.07
H 6.12288 -0.56515 0.25445 0.43 -0.26 0.12 0.08
H 5.36537 -1.21789 1.70133 -0.43 0.42 0.02 0.08
H 4.37542 0.89774 0.02527 -0.49 0.24 1.09 0.13
H 3.90997 -0.44673 -0.86889 -0.81 -0.17 -0.03 0.11
H 2.20375 1.33056 1.05322 1.95 1.45 0.03 0.13
C 0.42007 -0.07765 -2.24501 -1.56 -2.22 2.42 -0.27
O -0.86395 -0.68291 -2.71889 0.25 1.53 -0.67 -0.22
O 0.84137 -1.05920 -1.34040 -0.13 -0.86 -1.76 -0.27
C 1.32475 0.23244 -3.46180 2.36 -1.29 0.09 -0.60
F 0.94267 -0.16506 -4.66474 -0.97 -1.30 -0.24 0.17
F 1.55387 1.48690 -3.60877 -0.06 2.66 0.64 0.21
F 2.55070 -0.34375 -3.24827 -0.71 -0.16 0.17 0.13
C -1.68991 0.27407 -3.49183 -2.07 -0.31 -1.68 -0.18
C -3.00029 -0.47019 -3.92648 0.70 -0.06 0.77 -0.05
H -3.73865 0.06337 -4.52501 0.63 0.56 -0.18 0.09
H -2.74954 -1.37371 -4.48225 0.06 -0.08 -0.04 0.07
H -3.58620 -0.74272 -3.04868 0.23 -0.18 0.21 0.02
H -1.18055 0.67722 -4.36711 0.52 -0.90 -0.16 0.12
H -1.94686 1.23163 -3.03888 0.14 -0.51 1.49 0.08
H 0.16068 0.76031 -1.59798 0.02 0.79 -0.82 0.15
Br -6.82867 -0.24664 2.78442 1.34 -0.60 -0.79 0.56
C -5.12432 -0.51635 1.70237 -0.43 -1.19 -0.27 -0.65
C -4.90245 -1.97503 1.13694 -1.22 1.09 0.31 -0.55
Br -3.55347 -1.81276 -0.34543 -0.52 -0.11 0.79 0.64
H -4.28441 -0.28844 2.35865 -0.29 0.36 -0.14 0.03
H -5.24723 0.17148 0.86578 0.21 0.02 0.34 0.02
H -5.78173 -2.38422 0.63941 0.07 0.34 -0.10 0.05
H -4.65846 -2.69339 1.91959 0.73 0.16 -0.26 0.07
Br 0.71455 4.95859 1.03287 0.48 0.03 0.17 0.70
C 0.01985 3.17179 1.28921 -0.92 -0.26 0.67 -0.71
C -1.49121 3.30272 1.04547 0.71 -0.14 0.00 -0.69
Br -2.21381 1.51418 0.63745 0.10 0.45 -0.27 0.64
H 0.23296 2.84145 2.30585 0.15 0.14 -0.13 0.06
H 0.48742 2.46200 0.60680 -0.08 0.38 -0.13 0.02
H -1.55508 4.00381 0.21331 -0.83 -0.65 -0.08 -0.06
H -2.08517 3.65858 1.88730 0.38 -0.03 0.02 0.06
Br -0.98506 3.94821 -2.27579 0.37 0.75 -0.49 0.65
C -0.90955 5.95290 -2.29369 -0.63 0.04 -0.24 -0.61
C -2.28345 6.46149 -2.73966 0.91 0.02 0.26 -0.67
Br -2.31099 6.40152 -4.70209 -0.54 -0.37 0.44 0.62
H -0.17971 6.32685 -3.01174 0.34 -0.55 0.35 0.05
H -0.66399 6.19574 -1.25985 -0.03 0.07 -0.17 0.01
H -2.42477 7.52692 -2.55806 0.20 -0.16 0.33 0.05
H -3.01014 5.87636 -2.17607 -0.54 0.11 -0.83 0.06
```
Positions in Å, forces in eV/Å.

Total charge: +1
Multiplicity: 9
HOMO (spin up / spin down) in Eh: -0.4221 / -0.4211
F_max in eV Å⁻¹: 4.5
Lowest unoccupied orbital energy (spin up / spin down) in eV: -5.313 / -5.737

---

No. 3
Here is a structure of composition C18H30BrClN2NbO7 from OMol25. Energies are from ωB97M-V/def2-TZVPD.

Structure (XYZ):
```
60
Properties=species:S:1:pos:R:3:forces:R:3:lowdin_charge:R:1
C 0.50804 -3.43409 2.07051 0.62 -1.14 -0.24 -0.13
C 1.39961 -2.86453 0.95781 0.09 0.71 0.32 -0.22
C 0.95340 -1.43996 0.43651 0.15 -2.14 0.62 -0.34
O -0.39705 -1.19526 0.79874 -0.26 2.37 -1.02 -0.43
Nb -1.15660 0.62417 0.12163 0.37 -0.47 -0.33 1.91
O 0.67142 1.11954 -0.67788 -1.03 0.07 1.01 -0.41
C -1.76966 -0.22846 -1.89135 -0.73 -0.83 -0.79 -0.30
C -2.95948 0.32284 -2.60598 1.48 -2.17 0.74 -0.86
O -3.26039 1.41412 -2.80816 -0.81 2.69 -0.65 0.04
Cl -4.08917 -0.97040 -3.34094 -0.13 -0.40 0.06 0.48
C -0.43789 1.51947 2.13037 -1.10 0.05 0.78 -0.30
C 0.13208 0.53207 3.08696 -1.44 1.88 -1.43 -0.92
O 1.27921 0.48000 3.26582 3.09 -1.03 0.83 0.00
Br -0.99318 -0.69796 4.12728 -0.47 0.04 0.12 0.67
C -3.09379 0.13197 1.16022 0.30 -0.12 -0.30 -0.27
C -3.91470 -1.03605 0.59405 -0.39 -0.31 1.03 -0.45
O -5.15288 -1.11130 1.37361 0.20 -0.23 -0.26 -0.08
C -3.24566 -2.40808 0.72599 0.60 -0.13 -0.63 -0.26
N -4.17729 -3.53095 0.40050 0.23 0.72 -0.21 0.00
N -1.97348 2.55637 -0.25311 2.07 -1.10 0.89 -0.21
C -1.00304 3.55000 -0.75709 -0.86 1.23 -0.73 -0.40
C -0.78719 3.44570 -2.27938 -0.31 -0.47 0.30 -0.12
H 0.81127 -4.48874 2.21292 -0.12 0.24 0.02 0.06
H -0.55519 -3.46325 1.82243 0.16 0.36 0.12 0.05
H 0.70293 -2.95795 3.03513 -0.36 0.24 -0.26 0.04
H 2.40552 -2.75439 1.39465 -0.15 -0.02 -0.23 0.09
H 1.53423 -3.55662 0.11510 -0.37 0.05 0.19 0.09
H 1.05928 -1.49020 -0.65091 0.10 0.57 0.18 0.08
H 1.66066 -0.73784 0.89382 -0.39 0.27 -0.30 0.08
H 1.27452 1.45942 -0.00104 0.03 -0.11 -0.27 0.00
H -1.90138 -1.31659 -1.80693 0.10 0.25 0.07 0.02
H -0.90730 -0.10451 -2.57087 -0.14 0.27 0.27 0.07
H 0.33384 2.26605 1.89273 0.09 -0.36 0.19 0.05
H -1.24780 2.09264 2.60949 -0.11 -0.46 -0.23 0.05
H -2.93152 -0.09363 2.22689 0.08 0.02 -0.29 0.00
H -3.73916 1.02506 1.14226 0.15 -0.17 -0.12 0.05
H -4.24864 -0.91682 -0.44478 0.12 0.24 0.18 0.10
H -4.89644 -1.62800 2.15050 -0.29 0.17 -0.02 0.08
H -2.79223 -2.52443 1.72442 -0.34 0.05 -0.10 0.10
H -2.39858 -2.46272 0.02751 -0.05 0.26 0.30 0.08
H -4.93436 -3.09143 -0.12309 -0.12 -0.29 0.19 0.05
H -3.68708 -4.09606 -0.28671 -0.19 -0.15 0.13 0.05
H -2.30829 2.95401 0.62293 -0.51 -0.26 -0.20 0.03
H -1.47445 4.54387 -0.61634 0.28 -0.18 0.12 0.09
H -0.05279 3.60057 -0.20178 -0.10 -0.34 -0.17 0.07
H 0.05473 4.05801 -2.62300 -0.12 -0.11 0.10 0.06
H -0.63164 2.39875 -2.56182 0.25 0.24 0.01 0.04
H -1.70638 3.75379 -2.79222 0.22 0.03 0.09 0.06
C 6.66269 0.54604 -0.74015 -0.02 -0.10 0.02 0.01
C 5.71949 -0.38707 -0.64079 0.12 0.03 0.04 0.03
C 4.31862 -0.10974 -1.04531 -0.14 0.01 0.00 -0.36
O 3.45564 -0.95283 -0.95578 0.27 -0.12 -0.10 0.12
C 4.01042 1.24546 -1.56473 -0.03 0.18 -0.11 0.03
C 4.95621 2.17782 -1.66303 -0.06 -0.08 0.01 0.02
C 6.35506 1.90115 -1.25984 0.03 0.12 -0.01 -0.39
O 7.21948 2.74991 -1.35111 -0.01 -0.06 0.00 0.09
H 7.68994 0.36418 -0.45006 0.01 0.05 -0.01 0.12
H 5.92475 -1.38144 -0.26445 -0.05 -0.01 0.00 0.12
H 2.98059 1.42593 -1.85362 -0.04 -0.08 0.07 0.11
H 4.75107 3.17235 -2.03857 0.04 0.01 0.01 0.12
```
Positions in Å, forces in eV/Å.

Total charge: -1
HOMO in Eh: -0.2048
F_max in eV Å⁻¹: 3.4
Lowest unoccupied orbital energy in eV: 0.283

---

Among the records above, which one has the highest F_max?
C18H30Br6F9Fe2O6

---

Which of these has the highest F_max?
C18H30Br6F9Fe2O6